12
Properties=species:S:1:pos:R:3:forces:R:3 method="wB97M-V/def2-TZVPD" fmax_ev_per_a=3.68 homo_ha=-0.30547 relative_energy_kj_mol=597.9
H 0.64535 -0.60479 1.86389 0.01 0.03 0.21
H -0.62501 1.69955 -0.92032 0.08 0.00 0.04
C 0.55725 -0.88604 0.82907 -0.15 -0.50 -0.04
H -0.47986 -1.52011 -1.93118 -0.09 0.01 -0.13
C 0.69742 0.09603 -0.32871 0.27 0.71 0.04
H 0.83158 2.19887 -0.06803 0.04 0.04 0.01
C 0.32458 -1.29563 -1.23388 -0.11 -0.74 -0.58
C 0.17611 -1.99831 0.20863 1.43 2.70 -2.05
C 1.16122 -0.16390 -1.66198 -1.12 -2.10 2.17
H -0.11395 -3.00071 0.41738 -0.13 -0.35 0.19
H -0.50697 1.46269 0.83055 -0.04 0.10 0.05
C 0.04874 1.44161 -0.10466 -0.19 0.12 0.09

---

12
Properties=species:S:1:pos:R:3:forces:R:3 method="wB97M-V/def2-TZVPD" fmax_ev_per_a=0.84 homo_ha=-0.35048 relative_energy_kj_mol=379.3
H 2.03877 0.70429 -2.49190 -0.06 -0.01 0.20
H 2.81560 -0.31341 -1.27259 -0.15 0.13 0.02
H -1.91738 1.29281 0.59985 -0.06 -0.31 -0.20
C 2.23231 0.60226 -1.41860 0.01 0.00 -0.01
H -2.45255 -2.88787 1.65622 -0.26 -0.15 -0.36
C -2.26567 -1.96895 1.15485 0.21 0.47 0.03
H -1.07967 0.48541 1.89436 0.57 0.60 -0.13
C -0.02694 0.50996 0.01439 0.44 0.03 -0.23
H 2.85931 1.44697 -1.11278 -0.16 -0.12 0.00
C 0.98370 0.55890 -0.64390 -0.47 -0.02 0.36
C -1.26437 0.44051 0.81529 0.02 0.02 0.16
C -1.92310 -0.87086 0.80481 -0.10 -0.62 0.18

---

12
Properties=species:S:1:pos:R:3:forces:R:3 method="wB97M-V/def2-TZVPD" fmax_ev_per_a=0.36 homo_ha="-0.29259 / -0.29304" relative_energy_kj_mol=527.9
C -1.40302 -0.52316 0.00066 0.07 -0.04 0.02
H -2.01150 1.06370 -1.28783 0.06 -0.03 0.13
C 3.49268 0.05961 0.10934 -0.35 0.05 -0.03
C 1.01029 -0.65295 0.15644 0.30 0.08 -0.01
C 2.19037 -0.25722 0.12266 -0.12 -0.06 0.00
H -0.36336 -2.29058 0.47312 0.03 0.16 -0.04
H -2.35329 -1.05283 0.07685 0.14 0.06 0.00
H -2.05114 1.46176 0.42600 0.06 -0.08 -0.10
C -1.47779 0.92571 -0.34003 0.07 0.00 0.00
H -0.48257 1.36861 -0.41759 -0.15 -0.06 0.01
C -0.27813 -1.23271 0.22637 -0.10 0.08 -0.03
H 3.68561 1.10589 -0.16738 -0.02 -0.15 0.04

---

12
Properties=species:S:1:pos:R:3:forces:R:3 method="wB97M-V/def2-TZVPD" fmax_ev_per_a=1.02 homo_ha=-0.38241 relative_energy_kj_mol=598.6
H -1.21929 -1.40312 -0.17192 0.08 -0.59 -0.82
H -2.29688 -0.17385 2.29172 0.18 0.14 0.05
C 0.64531 -0.14125 0.04785 -0.09 0.05 0.16
C 0.93941 1.13969 -0.74597 -0.01 0.04 -0.05
H 0.02316 1.52151 -1.20263 0.11 -0.05 0.09
C -0.08132 -1.19132 -0.71932 -0.38 -0.32 -0.14
H 1.35110 1.90418 -0.08010 -0.07 -0.14 -0.09
C -0.36080 0.04730 1.12216 -0.49 0.11 0.50
C -1.38421 -0.05835 1.75005 0.57 0.35 0.03
H 1.57784 -0.54208 0.46529 -0.21 0.02 -0.05
C -0.86103 -2.04403 -1.21841 0.42 0.41 0.19
H 1.66672 0.94134 -1.53872 -0.12 -0.02 0.13